{"formula": "C16H24AlBrCl3CsFKN5O11", "method": "wB97M-V/def2-TZVPD", "lumo_ev": -2.563, "charge": -1, "orbital_gap_ev": 1.51, "homo_ev": -4.1, "multiplicity": 1, "symbols": ["C", "C", "N", "C", "C", "N", "C", "O", "N", "C", "C", "O", "Br", "C", "O", "O", "H", "H", "H", "H", "H", "H", "H", "H", "H", "C", "Cl", "Cl", "Cl", "H", "Al", "N", "O", "O", "O", "C", "C", "N", "H", "H", "H", "C", "C", "O", "O", "H", "H", "H", "F", "K", "O", "H", "Cs", "C", "C", "C", "O", "H", "H", "H", "H", "H", "H", "H"], "xyz": [[5.01075, 0.27148, -3.63866], [4.30478, -0.14439, -4.91180], [4.89248, -0.76166, -5.85277], [2.85905, 0.20310, -4.96037], [2.00100, -0.96526, -4.45126], [2.75649, -1.61232, -3.30776], [2.65563, -1.03958, -2.24895], [2.60566, -0.61284, -1.16911], [0.77392, -0.46539, -3.83022], [-0.12221, 0.20581, -4.75399], [0.17604, 1.68483, -4.81417], [0.38836, 2.40914, -3.91023], [0.16349, 2.38312, -6.64904], [1.74719, -2.10307, -5.50540], [2.43125, -2.02615, -6.53537], [0.86825, -2.87756, -5.10928], [5.88942, 0.87402, -3.87577], [4.35135, 0.84430, -3.00274], [5.25533, -0.64737, -3.10240], [5.91062, -0.91498, -5.70628], [2.69164, 1.04532, -4.29183], [2.56013, 0.46082, -5.97156], [0.31127, -1.30186, -3.49332], [-0.15042, -0.22506, -5.75358], [-1.13477, 0.14101, -4.35894], [1.62096, 2.16053, 2.06748], [0.93075, 3.49532, 1.12542], [0.41720, 1.06121, 2.66319], [2.73694, 1.22745, 1.03904], [2.18768, 2.60112, 2.87649], [7.26573, -1.07656, -3.90938], [6.43653, 3.06425, -2.34675], [7.12966, 2.32136, -3.14091], [6.61130, 4.24936, -2.29861], [5.56281, 2.50865, -1.60982], [-2.79112, 3.13762, 1.38649], [-4.05613, 3.32840, 0.69768], [-5.03575, 3.47957, 0.11822], [-2.73375, 3.75890, 2.27730], [-2.66809, 2.10011, 1.70054], [-1.96046, 3.40323, 0.73401], [-4.93254, 0.39062, 5.01034], [-3.86848, 1.06072, 3.97178], [-3.39207, 0.26800, 3.17870], [-3.74899, 2.26628, 4.20641], [-5.05744, -0.66950, 4.84252], [-4.55486, 0.57003, 6.01509], [-5.86283, 0.95562, 4.87146], [-0.66965, -1.27922, 1.94168], [6.43281, 0.74230, -1.79920], [-5.85015, 3.02633, 6.04777], [-5.00140, 3.32292, 5.68379], [-0.35890, -1.28655, -0.27135], [-2.72717, -3.97151, 5.80196], [-4.17944, -3.57887, 6.18770], [-5.14465, -4.62628, 5.60920], [-4.40597, -2.33893, 5.70639], [-2.62291, -3.97105, 4.71762], [-2.02301, -3.25573, 6.22245], [-2.49432, -4.96946, 6.18993], [-4.23040, -3.65642, 7.29710], [-5.05880, -4.64357, 4.52129], [-6.17157, -4.37298, 5.87717], [-4.92820, -5.62868, 5.99461]]}

{"formula": "C16H24AlF4O14", "method": "wB97M-V/def2-TZVPD", "lumo_ev": 1.536, "charge": -1, "orbital_gap_ev": 6.13, "homo_ev": -4.6, "multiplicity": 1, "symbols": ["C", "C", "O", "C", "C", "O", "Al", "H", "H", "H", "H", "H", "H", "H", "H", "H", "H", "H", "H", "C", "C", "O", "C", "O", "O", "F", "H", "H", "H", "C", "C", "O", "C", "O", "O", "F", "H", "H", "H", "C", "C", "O", "C", "O", "O", "F", "H", "H", "H", "C", "C", "O", "C", "O", "O", "F", "H", "H", "H"], "xyz": [[-1.09331, -2.51489, -3.83809], [-1.40446, -1.61143, -2.59124], [-2.03350, -0.39677, -2.96734], [-3.46062, -0.46310, -2.86272], [-4.18129, -1.31120, -3.95270], [-5.56595, -1.41882, -3.63179], [-5.72530, -2.94292, -2.55638], [-1.25006, -1.87965, -4.72658], [-0.09743, -2.97551, -3.78939], [-1.86779, -3.29914, -3.88799], [-0.42580, -1.34380, -2.17419], [-1.93344, -2.15855, -1.79710], [-3.81911, 0.57280, -2.99390], [-3.82274, -0.80709, -1.88135], [-3.80044, -2.34230, -4.04806], [-4.09853, -0.76114, -4.90290], [-5.81316, -4.25838, -3.46567], [-4.38328, -3.01762, -1.65178], [-6.98374, -2.75571, -1.57921], [-0.35947, 1.38515, 0.07800], [0.62217, 0.33770, 0.52241], [1.87520, 0.97985, 0.31638], [1.64961, 2.31162, 0.46140], [2.50469, 3.12293, 0.61815], [0.32955, 2.59835, 0.41455], [0.55103, -0.75978, -0.26087], [-0.54066, 1.35170, -0.99898], [-1.31267, 1.31663, 0.59757], [0.52966, 0.04587, 1.57191], [3.20403, 2.36756, 4.77478], [4.00054, 1.44759, 3.89714], [3.53642, 0.16351, 4.28618], [2.25536, 0.33365, 4.70976], [1.47618, -0.54559, 4.85831], [1.97906, 1.64399, 4.93116], [5.32945, 1.53390, 4.16337], [3.66709, 2.51587, 5.75137], [3.03171, 3.33922, 4.31581], [3.82994, 1.58938, 2.82676], [2.50984, 2.75077, 9.26676], [2.23549, 4.09678, 9.87566], [3.39690, 4.83447, 9.53298], [3.86239, 4.30252, 8.37101], [4.65084, 4.82523, 7.66230], [3.29645, 3.09367, 8.12281], [2.14053, 4.02380, 11.22776], [3.09192, 2.10721, 9.92939], [1.60155, 2.22709, 8.97469], [1.35285, 4.60133, 9.47616], [0.46943, -3.05164, -7.84759], [-0.48933, -3.10259, -9.00496], [-1.74104, -2.89491, -8.38183], [-1.49655, -2.14253, -7.27052], [-2.32639, -1.56392, -6.65590], [-0.17042, -2.13380, -6.96264], [-0.48927, -4.32474, -9.60335], [0.57478, -4.02066, -7.35471], [1.45633, -2.69227, -8.13478], [-0.32524, -2.32967, -9.75999]]}

{"formula": "C16H24As2BeN3O2S", "method": "wB97M-V/def2-TZVPD", "lumo_ev": -2.950, "charge": 1, "orbital_gap_ev": 8.33, "homo_ev": -11.3, "multiplicity": 1, "relative_energy_kj_mol": 146.9, "symbols": ["Be", "C", "As", "C", "C", "C", "C", "C", "C", "C", "As", "C", "C", "H", "H", "H", "H", "H", "H", "H", "H", "H", "H", "H", "H", "H", "H", "H", "H", "N", "C", "O", "C", "C", "N", "C", "N", "H", "H", "C", "S", "C", "O", "H", "H", "H", "H", "H", "H"], "xyz": [[0.78768, 0.18307, 0.07729], [-2.59033, -1.15998, -0.86131], [-1.34543, -0.34339, 0.34861], [-2.31192, 1.19096, 1.03248], [-1.22302, -1.46516, 1.92666], [-2.16557, -2.43957, 2.23295], [-2.05225, -3.18330, 3.39839], [-0.99992, -2.95342, 4.27269], [-0.04680, -1.99280, 3.97112], [-0.14582, -1.25437, 2.79665], [1.22938, 0.02528, 2.31849], [1.06500, 1.42712, 3.64207], [2.89164, -0.84926, 2.78142], [-3.53854, -1.32608, -0.35219], [-2.17562, -2.08259, -1.24976], [-2.71840, -0.45672, -1.68052], [-3.22332, 0.86079, 1.52717], [-2.53942, 1.84006, 0.19122], [-1.69193, 1.72991, 1.74782], [-2.99448, -2.62438, 1.56126], [-2.78875, -3.94222, 3.62588], [-0.91584, -3.52785, 5.18525], [0.77711, -1.83196, 4.65628], [1.16115, 0.98744, 4.63314], [0.09162, 1.90384, 3.55199], [1.84867, 2.16644, 3.49015], [2.85021, -1.24195, 3.79501], [3.70021, -0.12429, 2.70746], [3.07060, -1.66236, 2.08140], [3.39100, 0.77219, -2.39823], [2.32997, 0.00153, -2.12116], [1.85707, 0.12349, -0.91225], [1.81591, -0.87878, -3.06083], [2.37863, -0.88987, -4.36260], [2.89969, -0.82439, -5.38783], [0.74232, -1.72832, -2.71499], [-0.14352, -2.40758, -2.43236], [3.63627, 1.51402, -1.76761], [3.76820, 0.78437, -3.33267], [-0.74502, 1.49550, -4.33636], [-0.04459, 2.12859, -2.81635], [-0.52096, 3.84284, -3.02397], [-0.90961, 1.58681, -1.70769], [-1.81470, 1.70281, -4.33566], [-0.56997, 0.42106, -4.35189], [-0.25439, 1.97120, -5.18432], [0.03632, 4.26983, -3.85689], [-0.26427, 4.36287, -2.10347], [-1.59427, 3.89858, -3.20195]]}

{"formula": "C16H24BF5N2O4PS", "method": "wB97M-V/def2-TZVPD", "lumo_ev": 2.677, "charge": -1, "orbital_gap_ev": 7.25, "homo_ev": -4.6, "multiplicity": 1, "symbols": ["C", "C", "S", "C", "C", "P", "N", "O", "O", "O", "B", "C", "C", "N", "C", "O", "C", "C", "F", "F", "C", "C", "C", "C", "C", "C", "F", "F", "F", "C", "H", "H", "H", "H", "H", "H", "H", "H", "H", "H", "H", "H", "H", "H", "H", "H", "H", "H", "H", "H", "H", "H", "H", "H"], "xyz": [[3.82540, -3.12004, 1.40474], [3.54443, -2.17247, 0.21357], [1.83497, -1.56286, 0.31670], [1.62078, -0.77494, -1.30928], [0.66082, 0.44909, -1.25600], [0.71545, 1.05910, -3.02115], [2.17333, 1.25385, -3.55900], [-0.03035, 2.47298, -3.03888], [-0.02794, -0.00290, -4.04775], [1.35333, 1.42353, -0.56953], [0.56865, 1.70520, 0.69708], [0.23436, 3.31571, 0.64084], [1.68791, 1.52821, 1.91516], [3.09556, 1.55639, 1.44759], [4.02881, 1.40804, 2.56645], [-0.56692, 0.76413, 0.67446], [-0.71243, 0.08861, -0.54373], [-2.02581, 0.65499, -1.10238], [-2.18723, 0.44876, -2.45671], [-2.15947, 1.98137, -0.88760], [-3.24444, -0.00074, -0.42769], [-4.42036, 0.70880, -0.31935], [-5.54543, 0.17025, 0.23006], [-5.52238, -1.12027, 0.70254], [-4.36920, -1.84818, 0.60715], [-4.33846, -3.27954, 1.08170], [-4.12257, -3.39961, 2.39909], [-5.46738, -3.94648, 0.76244], [-3.34016, -3.95524, 0.45447], [-3.24711, -1.28520, 0.04953], [4.03834, -4.13822, 1.07198], [4.71701, -2.74056, 1.91352], [3.00289, -3.13295, 2.12418], [4.27802, -1.36300, 0.19374], [3.61914, -2.72343, -0.73002], [2.60249, -0.44852, -1.65232], [1.26791, -1.53736, -2.02897], [2.29080, 0.68008, -4.38695], [0.60397, 3.10346, -3.40672], [0.00952, -0.86379, -3.60868], [-0.07878, 3.72487, 1.61388], [1.19301, 3.80962, 0.40884], [-0.46002, 3.60993, -0.15695], [1.59057, 0.59923, 2.49855], [1.59353, 2.36221, 2.64653], [3.30442, 2.45699, 1.03232], [4.89810, 2.07330, 2.48708], [3.53486, 1.66448, 3.52189], [4.36798, 0.36509, 2.65404], [-0.69629, -1.00635, -0.49697], [-4.42925, 1.71667, -0.72214], [-6.46669, 0.74037, 0.27655], [-6.42596, -1.55126, 1.12362], [-2.37175, -1.92143, -0.00152]]}